i.
A 2-piece molecular cluster, C9H14 overall. Source: the OMol25 dataset; level of theory: wB97M-V/def2-TZVPD.

Calculated values
- SMILES: Cc1ccccc1.CC
- HOMO-LUMO gap: 9.985 eV
- Highest occupied orbital energy: -0.3310 hartree

Element x y z (Å)
C (1.59974, -0.33956, -2.55346)
C (0.44415, 0.34498, -1.84389)
C (-0.82675, 0.29290, -2.38328)
C (-1.91704, 0.93986, -1.81813)
C (-1.61784, 1.77296, -0.74268)
C (-0.33776, 1.98883, -0.22119)
C (0.67824, 1.21921, -0.78702)
H (2.20336, 0.49336, -2.93036)
H (1.26838, -0.89169, -3.42619)
H (2.19087, -0.93128, -1.86070)
H (-0.95316, -0.23158, -3.32951)
H (-2.95548, 0.70537, -1.98641)
H (-2.45499, 2.17177, -0.17118)
H (-0.18519, 2.62869, 0.63173)
H (1.65689, 1.28772, -0.32816)
C (0.92856, -1.60027, 2.88788)
C (-0.60166, -1.34674, 3.00774)
H (1.34195, -1.22565, 3.83080)
H (1.04712, -2.67632, 2.85988)
H (1.39809, -0.91977, 2.18595)
H (-1.05984, -1.50376, 3.97437)
H (-0.69763, -0.28328, 2.75957)
H (-1.15002, -1.89574, 2.24424)

***

ii.
A 2-piece molecular cluster, C9H14 overall. Source: the OMol25 dataset; level of theory: wB97M-V/def2-TZVPD.

Calculated values
- SMILES: Cc1ccccc1.CC
- HOMO-LUMO gap: 9.873 eV
- Highest occupied orbital energy: -0.3259 hartree

Element x y z (Å)
C (0.62967, 2.78768, 0.40998)
C (1.00659, 1.37453, 0.42637)
C (2.02458, 0.90426, -0.43365)
C (2.42579, -0.42019, -0.44697)
C (1.78212, -1.27611, 0.45042)
C (0.70375, -0.85052, 1.24609)
C (0.37061, 0.46039, 1.28611)
H (1.24659, 3.42077, -0.19122)
H (0.86610, 3.31494, 1.43740)
H (-0.48769, 2.95606, 0.07422)
H (2.57390, 1.58629, -1.02397)
H (3.21560, -0.69603, -1.06573)
H (1.97777, -2.29533, 0.30849)
H (0.28162, -1.59651, 1.92665)
H (-0.47980, 0.89531, 1.80124)
C (-1.79657, -0.78140, -0.94939)
C (-2.80544, -1.88624, -0.60954)
H (-1.99807, -0.48141, -1.96143)
H (-1.78684, 0.04904, -0.23846)
H (-0.64904, -1.00906, -0.91571)
H (-3.06429, -2.07964, 0.50488)
H (-2.35313, -2.87132, -0.99736)
H (-3.68382, -1.50551, -1.03844)

***

iii.
A 2-piece molecular cluster, C9H14 overall. Source: the OMol25 dataset; level of theory: wB97M-V/def2-TZVPD.

Calculated values
- SMILES: Cc1ccccc1.CC
- HOMO-LUMO gap: 9.900 eV
- Highest occupied orbital energy: -0.3291 hartree

Element x y z (Å)
C (1.97375, 0.82784, 0.51664)
C (1.22960, -0.41845, 0.81674)
C (-0.14582, -0.44238, 0.57916)
C (-0.92203, -1.59097, 0.93936)
C (-0.27612, -2.64696, 1.54325)
C (1.11515, -2.59473, 1.74867)
C (1.86860, -1.48596, 1.41658)
H (3.11432, 0.64522, 0.38311)
H (1.96411, 1.50455, 1.43258)
H (1.57836, 1.32525, -0.31864)
H (-0.74427, 0.34939, 0.09675)
H (-1.95900, -1.63036, 0.80039)
H (-0.88332, -3.40682, 2.06136)
H (1.59888, -3.49226, 2.08791)
H (2.86089, -1.30359, 1.81616)
C (-2.69964, 2.76301, -2.85076)
C (-1.34997, 3.45662, -3.07144)
H (-2.44545, 1.83922, -2.33543)
H (-3.48836, 3.31310, -2.33582)
H (-3.15874, 2.66714, -3.84503)
H (-0.90326, 3.16334, -4.02576)
H (-0.59772, 3.19331, -2.29682)
H (-1.34837, 4.54508, -3.03779)

***

iv.
A 2-piece molecular cluster, C9H14 overall. Source: the OMol25 dataset; level of theory: wB97M-V/def2-TZVPD.

Calculated values
- SMILES: Cc1ccccc1.CC
- HOMO-LUMO gap: 10.065 eV
- Highest occupied orbital energy: -0.3315 hartree

Element x y z (Å)
C (1.15306, -0.49864, -0.96025)
C (1.08500, 0.59942, 0.09166)
C (-0.03455, 1.44059, 0.13986)
C (0.01016, 2.59602, 0.89858)
C (1.12018, 2.90553, 1.67288)
C (2.24653, 2.09943, 1.58776)
C (2.25381, 1.00884, 0.71700)
H (1.30885, -0.01073, -1.91872)
H (0.25709, -1.11482, -1.00217)
H (1.98685, -1.16315, -0.73489)
H (-0.93516, 1.11051, -0.36215)
H (-0.82304, 3.28402, 0.93571)
H (1.07195, 3.67730, 2.43090)
H (3.14730, 2.30151, 2.14768)
H (3.21087, 0.54526, 0.52559)
C (-2.47116, -1.79874, -0.41032)
C (-1.76235, -2.91464, -1.15030)
H (-2.71234, -0.95622, -1.06429)
H (-3.44330, -2.08063, -0.00755)
H (-1.91098, -1.35791, 0.42055)
H (-2.46855, -3.49342, -1.74007)
H (-1.34539, -3.65943, -0.47051)
H (-0.94484, -2.52010, -1.74698)

***

It comes down to iv, which is 8.9 kcal/mol more stable than the next structure.

***

i.
A 2-piece molecular cluster, C9H14 overall. Source: the OMol25 dataset; level of theory: wB97M-V/def2-TZVPD.

Calculated values
- SMILES: Cc1ccccc1.CC
- HOMO-LUMO gap: 10.068 eV
- Highest occupied orbital energy: -0.3327 hartree

Element x y z (Å)
C (2.26976, -1.44868, -0.98619)
C (1.01886, -1.25670, -0.17707)
C (-0.22594, -1.33848, -0.74485)
C (-1.29445, -1.01448, 0.08014)
C (-1.15979, -0.66087, 1.43558)
C (0.12692, -0.59522, 1.95982)
C (1.22452, -0.95377, 1.15134)
H (2.22716, -0.91309, -1.92314)
H (2.65730, -2.48197, -1.15616)
H (3.19447, -1.04320, -0.48648)
H (-0.27359, -1.60498, -1.75778)
H (-2.33385, -1.23006, -0.25189)
H (-1.97879, -0.37819, 2.06631)
H (0.43065, -0.49607, 3.01270)
H (2.11370, -0.69772, 1.60166)
C (-0.62792, 2.32026, -0.55954)
C (-1.34220, 3.46708, -1.34825)
H (0.34284, 2.11738, -0.95750)
H (-0.59596, 2.77838, 0.43728)
H (-1.34898, 1.48924, -0.59527)
H (-1.01098, 4.43594, -0.92166)
H (-2.42702, 3.53105, -1.37726)
H (-0.98600, 3.35872, -2.35821)

***

ii.
A 2-piece molecular cluster, C9H14 overall. Source: the OMol25 dataset; level of theory: wB97M-V/def2-TZVPD.

Calculated values
- SMILES: Cc1ccccc1.CC
- HOMO-LUMO gap: 10.064 eV
- Highest occupied orbital energy: -0.3331 hartree

Element x y z (Å)
C (-0.83582, 3.10577, -0.07625)
C (-1.33594, 1.77208, -0.59302)
C (-2.62178, 1.76358, -1.04567)
C (-3.22317, 0.52233, -1.51272)
C (-2.49258, -0.61867, -1.33132)
C (-1.16158, -0.62936, -0.89482)
C (-0.55683, 0.56355, -0.56366)
H (0.16206, 3.36677, -0.40857)
H (-0.83165, 3.02306, 1.01388)
H (-1.42050, 4.02668, -0.38188)
H (-3.19475, 2.60153, -0.89236)
H (-4.18430, 0.53894, -1.78162)
H (-2.85627, -1.67540, -1.57793)
H (-0.60398, -1.60054, -0.74640)
H (0.53413, 0.41069, -0.37580)
C (3.25669, -2.56275, 2.06838)
C (2.96406, -1.72461, 0.75414)
H (2.38353, -2.20834, 2.77359)
H (3.16919, -3.70119, 1.76051)
H (4.18284, -2.40071, 2.47448)
H (3.86395, -1.37114, 0.36161)
H (2.39653, -0.85375, 1.02305)
H (2.40617, -2.34853, -0.04761)

***

iii.
A 2-piece molecular cluster, C9H14 overall. Source: the OMol25 dataset; level of theory: wB97M-V/def2-TZVPD.

Calculated values
- SMILES: Cc1ccccc1.CC
- HOMO-LUMO gap: 10.015 eV
- Highest occupied orbital energy: -0.3310 hartree

Element x y z (Å)
C (-0.50175, 1.70371, -0.70014)
C (-1.21635, 0.41774, -0.39517)
C (-1.23451, -0.07993, 0.90022)
C (-2.01077, -1.17329, 1.26353)
C (-2.82540, -1.75354, 0.31076)
C (-2.82988, -1.26447, -0.99974)
C (-2.04134, -0.18647, -1.34290)
H (-1.10596, 2.58770, -0.48402)
H (-0.23886, 1.77851, -1.74632)
H (0.31139, 1.80895, 0.00808)
H (-0.54808, 0.31102, 1.64687)
H (-2.04007, -1.55245, 2.23584)
H (-3.50768, -2.57019, 0.50346)
H (-3.35686, -1.85967, -1.72822)
H (-2.01868, 0.22739, -2.34156)
C (2.83972, -0.27576, -0.08516)
C (3.44841, 0.72533, 0.87648)
H (2.96648, -1.34835, 0.09912)
H (1.75219, -0.26656, -0.20956)
H (3.19881, -0.14951, -1.11017)
H (4.48109, 0.83661, 0.53535)
H (2.96677, 1.68746, 0.87086)
H (3.51133, 0.39577, 1.89241)

***

iv.
A 2-piece molecular cluster, C9H14 overall. Source: the OMol25 dataset; level of theory: wB97M-V/def2-TZVPD.

Calculated values
- SMILES: Cc1ccccc1.CC
- HOMO-LUMO gap: 10.000 eV
- Highest occupied orbital energy: -0.3332 hartree

Element x y z (Å)
C (2.67756, 0.39152, -0.64612)
C (1.54384, 0.48218, 0.33890)
C (0.90501, 1.68698, 0.60264)
C (-0.07350, 1.84822, 1.57385)
C (-0.48436, 0.71613, 2.27564)
C (0.11089, -0.50564, 2.00252)
C (1.17609, -0.62587, 1.11053)
H (3.60816, 0.08998, -0.17011)
H (2.81053, 1.38472, -1.07106)
H (2.55147, -0.29174, -1.47948)
H (1.20156, 2.54785, 0.00571)
H (-0.46686, 2.82690, 1.79807)
H (-1.24201, 0.77695, 3.04650)
H (-0.34654, -1.39695, 2.41474)
H (1.53421, -1.63983, 0.96917)
C (-2.96237, -1.48038, -2.14777)
C (-2.00723, -1.62712, -3.32714)
H (-3.56203, -0.57422, -2.22620)
H (-3.58930, -2.34769, -1.96131)
H (-2.36643, -1.30992, -1.25521)
H (-2.36834, -2.24410, -4.15503)
H (-1.85742, -0.66492, -3.80499)
H (-1.06067, -2.09854, -3.07692)

***

It comes down to iv, which is 1.7 kcal/mol more stable than the next structure.